[1]
ORCA calculation (ωB97M-V/def2-TZVPD) on C3H10N2O2 as an isolated structure.

Output
Electronic energy   -380.0360 Eh
Orbital gap   3.730 eV
E_LUMO   -4.5 eV
Relative energy (zero: lowest compared OMol25 entry of this formula, charge and spin)   188.6 kcal/mol
Strongest force on any atom   1.8 eV/A

Atoms and positions in Å:
C  0.834  -0.053  -0.152
N  1.593  -1.203  -0.132
C  1.027  -2.356  -0.604
N  -0.119  -2.363  -1.191
O  -1.997  1.039  -0.309
C  0.334  0.261  1.323
H  -0.036  -0.144  -0.797
H  1.378  0.861  -0.444
H  -0.804  3.677  -0.459
H  1.590  -3.266  -0.403
H  -2.499  1.107  0.509
H  -0.462  0.963  1.075
H  1.155  0.621  1.939
H  0.019  -0.669  1.798
H  -1.233  1.937  -0.386
H  -0.304  -3.254  -1.652
O  -0.476  2.842  -0.115

In elementary charge units, the Mulliken charges are:
1 C -0.23
2 N -0.33
3 C 0.07
4 N -0.41
5 O -0.78
6 C -0.69
7 H 0.45
8 H 0.33
9 H 0.23
10 H 0.40
11 H 0.24
12 H 0.16
13 H 0.30
14 H 0.35
15 H 0.44
16 H 0.27
17 O -0.80

***

[2]
ORCA calculation (ωB97M-V/def2-TZVPD) on a 2-piece molecular cluster, C3H10N2O2 overall.

Output
Electronic energy   -380.2341 Eh
Orbital gap   9.536 eV
SMILES   NCCC(N)=O.O
E_LUMO   0.6 eV
Relative energy (zero: lowest compared OMol25 entry of this formula, charge and spin)   64.3 kcal/mol
Strongest force on any atom   6.5 eV/A

Atoms and positions in Å:
C  1.579  -0.440  0.954
C  0.543  0.292  0.117
C  -0.079  -0.345  -1.101
N  -0.489  0.641  -2.031
O  -0.031  -1.563  -1.332
N  2.228  0.157  1.982
H  2.392  -0.755  0.377
H  0.971  -1.190  1.438
H  1.170  1.173  -0.164
H  -0.296  0.822  0.679
H  -0.702  0.484  -3.136
H  -0.567  1.609  -1.515
H  2.354  -0.183  2.842
H  2.144  1.168  2.015
H  -3.575  -0.212  -0.993
H  -3.580  -1.243  0.074
O  -4.063  -0.416  -0.207

In elementary charge units, the Mulliken charges are:
1 C -0.37
2 C -0.68
3 C 0.58
4 N -0.47
5 O -0.61
6 N -0.46
7 H 0.22
8 H 0.29
9 H 0.35
10 H 0.32
11 H 0.29
12 H 0.24
13 H 0.16
14 H 0.15
15 H 0.31
16 H 0.33
17 O -0.65

***

[3]
ORCA calculation (ωB97M-V/def2-TZVPD) on a 2-piece molecular cluster, C3H10N2O2 overall.

Output
Electronic energy   -380.2740 Eh
Orbital gap   10.433 eV
SMILES   CCNC(N)=O.O
E_LUMO   0.6 eV
Relative energy (zero: lowest compared OMol25 entry of this formula, charge and spin)   39.3 kcal/mol
Strongest force on any atom   4.8 eV/A

Atoms and positions in Å:
C  -0.206  -1.397  1.039
N  0.150  0.003  1.135
C  -0.274  1.045  0.409
N  -1.553  1.172  -0.240
O  0.394  2.042  0.253
C  -0.507  -1.950  -0.438
H  -1.120  -1.626  1.609
H  0.719  -2.026  1.562
H  1.045  0.142  1.679
H  -1.651  1.971  -0.939
H  -2.014  0.377  -0.360
H  -1.486  -2.297  -0.499
H  0.169  -2.768  -0.701
H  -0.472  -1.118  -1.054
H  2.219  1.432  -0.798
H  1.994  2.902  -1.286
O  2.594  2.096  -1.368

In elementary charge units, the Mulliken charges are:
1 C -0.35
2 N -0.14
3 C 0.39
4 N -0.43
5 O -0.69
6 C -1.15
7 H 0.22
8 H 0.31
9 H 0.30
10 H 0.24
11 H 0.22
12 H 0.36
13 H 0.28
14 H 0.40
15 H 0.34
16 H 0.33
17 O -0.64

***

[4]
ORCA calculation (ωB97M-V/def2-TZVPD) on a 2-piece molecular cluster, C3H10N2O2 overall.

Output
Electronic energy   -380.2185 Eh
Orbital gap   9.720 eV
SMILES   CNC(=O)CN.O
E_LUMO   0.9 eV
Relative energy (zero: lowest compared OMol25 entry of this formula, charge and spin)   74.1 kcal/mol
Strongest force on any atom   5.3 eV/A

Atoms and positions in Å:
N  -1.053  2.339  -1.231
C  0.059  1.502  -0.804
C  -0.061  0.652  0.397
N  1.046  0.439  1.107
C  0.941  0.920  2.414
O  -1.258  0.683  0.767
H  -1.004  2.196  -2.189
H  -1.808  2.256  -0.545
H  0.213  0.921  -1.700
H  0.963  2.132  -0.611
H  1.839  0.351  0.568
H  1.998  1.199  2.763
H  0.278  1.771  2.408
H  0.337  0.069  2.988
H  -1.464  -5.749  -1.632
H  -0.368  -6.167  -2.649
O  -0.658  -5.514  -2.051

In elementary charge units, the Mulliken charges are:
1 N -0.49
2 C -0.42
3 C 0.47
4 N -0.20
5 C -0.77
6 O -0.65
7 H 0.24
8 H 0.26
9 H 0.29
10 H 0.21
11 H 0.25
12 H 0.31
13 H 0.27
14 H 0.21
15 H 0.32
16 H 0.31
17 O -0.63

***

[5]
ORCA calculation (ωB97M-V/def2-TZVPD) on a 2-piece molecular cluster, C3H10N2O2 overall.

Output
Electronic energy   -380.3050 Eh
Orbital gap   9.971 eV
SMILES   CNC(N)=O.CO
E_LUMO   0.6 eV
Relative energy (zero: lowest compared OMol25 entry of this formula, charge and spin)   19.9 kcal/mol
Strongest force on any atom   1.9 eV/A

Atoms and positions in Å:
C  1.690  0.873  -0.961
C  0.262  -1.387  0.940
O  0.940  1.894  -0.323
H  1.516  2.650  -0.132
H  2.497  0.518  -0.309
H  2.147  1.240  -1.884
H  1.147  -1.898  0.563
H  -0.168  -1.950  1.771
H  0.537  -0.389  1.261
C  -1.883  -0.502  -0.016
N  -1.679  0.751  0.478
N  -0.724  -1.257  -0.194
O  -2.982  -0.947  -0.284
H  -2.480  1.362  0.419
H  -0.777  1.192  0.362
H  -0.983  -2.175  -0.548
H  0.939  0.024  -1.144

In elementary charge units, the Mulliken charges are:
1 C -0.48
2 C -0.87
3 O -0.54
4 H 0.29
5 H 0.25
6 H 0.30
7 H 0.32
8 H 0.32
9 H 0.32
10 C 0.35
11 N -0.33
12 N -0.23
13 O -0.64
14 H 0.25
15 H 0.24
16 H 0.24
17 H 0.21

***

[6]
ORCA calculation (ωB97M-V/def2-TZVPD) on a 2-piece molecular cluster, C3H10N2O2S overall.

Output
Electronic energy   -778.4724 Eh
Orbital gap   9.949 eV
SMILES   NC(=O)[C@@H](N)CS.O
E_LUMO   0.7 eV
Relative energy (zero: lowest compared OMol25 entry of this formula, charge and spin)   33.4 kcal/mol
Strongest force on any atom   4.7 eV/A

Atoms and positions in Å:
N  1.457  1.389  0.082
C  0.345  0.384  0.102
C  0.530  -0.611  1.239
S  -0.408  -2.128  0.816
C  -0.914  1.170  0.266
N  -2.026  0.340  -0.063
O  -1.191  2.255  0.718
H  1.109  2.321  -0.208
H  0.519  -3.126  1.189
H  1.736  1.570  1.024
H  0.363  -0.051  -0.907
H  0.108  -0.226  2.167
H  1.620  -0.793  1.389
H  -2.086  -0.297  -0.825
H  -2.951  0.643  0.377
H  2.350  0.586  -3.094
H  2.410  -0.632  -3.931
O  1.897  -0.259  -3.195

In elementary charge units, the Mulliken charges are:
1 N -0.78
2 C 0.26
3 C -0.80
4 S -0.24
5 C 0.27
6 N -0.40
7 O -0.59
8 H 0.28
9 H 0.14
10 H 0.28
11 H 0.34
12 H 0.34
13 H 0.45
14 H 0.24
15 H 0.21
16 H 0.31
17 H 0.30
18 O -0.62

***

[7]
ORCA calculation (ωB97M-V/def2-TZVPD) on one molecule with the formula C3H10N2OS.

Output
Electronic energy   -703.1401 Eh
Orbital gap   9.069 eV
E_LUMO   0.8 eV
Relative energy (zero: lowest compared OMol25 entry of this formula, charge and spin)   83.3 kcal/mol
Strongest force on any atom   3.7 eV/A

Atoms and positions in Å:
C  2.000  0.069  -0.789
C  -1.554  0.611  -0.826
C  1.589  0.084  0.772
N  -0.479  -1.115  2.280
N  -0.939  0.763  0.510
O  -2.199  -0.712  -0.930
S  -0.076  -0.713  0.858
H  2.210  -0.944  -1.031
H  1.241  0.528  -1.345
H  2.864  0.648  -1.013
H  -2.692  -0.738  -1.747
H  -2.310  1.409  -0.922
H  -0.769  0.586  -1.645
H  1.646  1.054  1.245
H  2.345  -0.566  1.268
H  -1.187  -1.879  2.199
H  -1.691  0.914  1.114

In elementary charge units, the Mulliken charges are:
1 C -1.04
2 C -0.24
3 C -0.41
4 N -0.67
5 N -0.40
6 O -0.52
7 S 0.27
8 H 0.32
9 H 0.25
10 H 0.38
11 H 0.27
12 H 0.33
13 H 0.21
14 H 0.36
15 H 0.31
16 H 0.26
17 H 0.31

***

[8]
ORCA calculation (ωB97M-V/def2-TZVPD) on a 2-piece molecular cluster, C3H10N2OS overall.

Output
Electronic energy   -703.1384 Eh
Orbital gap   8.820 eV
SMILES   CCNSO.C=N
E_LUMO   0.8 eV
Relative energy (zero: lowest compared OMol25 entry of this formula, charge and spin)   84.4 kcal/mol
Strongest force on any atom   5.4 eV/A

Atoms and positions in Å:
C  2.236  -0.365  0.673
C  1.974  0.840  -0.318
C  -3.454  0.079  -0.468
N  -2.698  -0.702  0.182
N  0.635  0.822  -0.781
O  -0.965  0.801  1.403
S  -0.493  1.696  0.115
H  1.461  -1.193  0.466
H  3.205  -0.731  0.629
H  2.194  0.153  1.738
H  2.260  1.876  0.019
H  2.469  0.819  -1.308
H  -4.024  -0.137  -1.404
H  -3.570  1.063  -0.282
H  -2.858  -1.699  0.100
H  -1.569  0.165  1.187
H  0.238  -0.007  -1.228

In elementary charge units, the Mulliken charges are:
1 C -0.86
2 C -0.40
3 C -0.25
4 N -0.47
5 N -0.33
6 O -0.49
7 S -0.03
8 H 0.22
9 H 0.41
10 H 0.19
11 H 0.31
12 H 0.28
13 H 0.23
14 H 0.27
15 H 0.19
16 H 0.46
17 H 0.26